The following is a DFT calculation (the ωB97M-V functional and the def2-TZVPD basis) of a structure of composition C12H18Cl2N3RuS.

```
! wB97M-V def2-TZVPD RIJCOSX def2/J DEFGRID3
* xyz 3 1
H 3.06122 -1.64998 -1.70242
C 1.13601 -2.35174 -1.01666
H -2.48109 -1.19870 -2.80629
C -1.94584 2.28318 3.38333
H -0.25729 0.15324 -4.16511
H 1.38996 -3.25759 -0.46828
N 1.73575 0.00185 -1.38587
Cl -1.95380 0.85247 1.12104
H -2.74016 -0.42431 -1.25340
Cl 2.44560 1.67828 4.26473
H 2.19588 -0.22859 -3.46673
S 1.14753 0.53228 1.62911
C -1.31012 2.82142 4.54103
H 2.47294 0.66608 -1.15644
C 0.81727 1.90645 3.93333
N -0.11396 -1.73673 -0.40953
C -1.36779 -2.11635 -1.18777
C 0.04396 -0.26831 -3.20583
C -1.18652 1.58055 2.51845
H 0.89767 -2.65008 -2.03265
Ru 0.01455 0.31101 -0.26930
C 1.42904 0.23090 -2.84073
H -1.41095 0.98002 -2.44290
H -0.21782 -2.11965 0.52604
H 1.48583 1.30972 -2.99617
C 2.26724 -1.34810 -1.01753
C 0.22282 1.36058 2.71265
H 2.70878 -1.25020 -0.02507
H 0.48180 3.05178 5.70418
C -1.98633 -0.89909 -1.88043
H -1.07801 -2.87328 -1.91280
H 0.00587 -1.34826 -3.31937
H -3.00739 2.42874 3.23117
H -1.91819 3.38691 5.23871
N -0.93345 0.13190 -2.14093
C 0.03246 2.63573 4.81196
H -2.08346 -2.58211 -0.51354
*
```

Molar mass (g mol⁻¹): 408.34
LUMO level (Ha): -0.503
Kohn-Sham gap (eV): 5.7803

***

The following is a DFT calculation (the ωB97M-V functional and the def2-TZVPD basis) of a cluster of 2 separate species, C12H18Cl3FN3O5PS in total at a distorted geometry.

```
! wB97M-V def2-TZVPD RIJCOSX def2/J DEFGRID3
* xyz 0 1
F -0.74124 4.83992 -4.12818
H -3.91416 -2.66727 1.91420
O -2.02432 -0.22768 -3.29304
H 1.15071 0.49271 1.84347
C -3.93374 -1.87807 1.16415
C -1.50344 -1.21142 0.78837
O 1.14302 -2.22435 -0.55932
C -0.56464 -0.14713 -1.44184
Cl 2.67457 -0.00403 2.92502
H -0.66829 -1.89208 0.95884
H 5.29299 -0.23450 4.13413
C 0.49003 1.72677 -2.98302
O -1.03221 2.78448 -4.82163
H -3.93773 -0.91732 1.67270
C -0.43100 3.53886 -4.13000
O 1.03839 0.95643 -3.69691
H -3.06691 -1.54272 -0.73786
C 0.24862 1.76856 -0.44528
O -1.29300 -2.14882 -2.51245
H 1.51657 -1.21938 -2.65679
C 4.96629 -1.21700 3.80134
H -1.34029 1.87429 -2.03348
S -2.72412 1.07215 0.08098
H -2.48723 -3.00590 -0.01489
H 5.39933 -1.96553 4.46275
H 3.12978 -2.27542 3.38601
P 1.12169 -0.96098 -1.32960
H -1.81768 -0.85427 1.77412
C -0.40565 1.35914 -1.78896
H 2.07837 -0.05287 -0.79033
C 3.46431 -1.33723 3.82141
H 0.39669 3.65334 -2.36943
C -1.36259 -0.91214 -2.52454
H -2.38756 1.78258 1.18402
N -0.15015 1.00062 0.48901
C -2.72880 -1.96956 0.20854
C -1.15518 0.02032 -0.04915
Cl 5.63784 -1.50126 2.17861
N 0.23764 1.00288 1.83631
H 0.47166 1.95519 2.11173
N 0.61542 3.17837 -3.24663
Cl -5.48423 -1.90704 0.24846
H 0.97959 2.55321 -0.27690
H 3.10069 -1.28585 4.84608
*
```

Molar mass (g mol⁻¹): 472.69
LUMO level (Ha): -0.072
Kohn-Sham gap (eV): 6.3197

***

The following is a DFT calculation (the ωB97M-V functional and the def2-TZVPD basis) of a structure of composition C12H18F3N2O3PdS3.

```
! wB97M-V def2-TZVPD RIJCOSX def2/J DEFGRID3
* xyz -1 1
H -2.85102 2.75322 -0.54473
C -2.10836 1.96611 -0.41957
F 0.65200 -0.56599 -5.22738
H -0.76235 -1.44881 5.32922
C 4.30008 2.05317 -1.04993
H -3.56384 -3.30652 3.23666
O 2.04964 0.37691 -2.77626
H 5.73430 -0.41056 0.95116
H 5.36726 1.26613 1.38250
C -3.59984 -2.40736 2.61447
F 1.43445 -2.21298 -4.05910
H 6.54467 0.91856 0.10492
H -4.12874 -2.65832 1.69463
F -0.69578 -1.82557 -4.09388
N 0.06098 2.94239 0.64191
C 4.82221 -0.33141 -1.66464
H -2.47431 -1.13463 5.03749
H 5.22351 2.38381 -1.52955
H 5.75293 -0.01438 -2.13938
C -0.91228 2.51091 0.20974
S 0.26575 -1.00686 2.84047
Pd 0.28715 -0.90485 0.60758
H 4.05449 2.74399 -0.24314
S -1.81663 -1.66986 0.61664
H -1.83977 1.54153 -1.38615
C -1.33086 -1.59765 3.26257
H -2.50217 1.16417 0.20456
C -1.62304 -1.75028 4.73146
H -4.19698 -1.66286 3.15070
H -1.86103 -2.78756 4.98647
C 5.60398 0.59691 0.55524
C 0.50674 -1.24504 -4.07903
H 3.49074 2.06656 -1.77932
S 0.69854 -0.11565 -2.63983
C -2.21844 -1.89148 2.31059
H 4.01809 -0.31529 -2.39979
C 3.24105 0.19789 0.09672
O -0.35868 0.84606 -2.79917
H 4.94697 -1.35062 -1.29751
C 4.50464 0.63119 -0.51287
O 0.52061 -1.07027 -1.53805
N 2.21354 -0.08712 0.50533
*
```

Relative energy (zero: lowest compared OMol25 entry of this formula, charge and spin) (kJ/mol): 29.4
Molar mass (g mol⁻¹): 497.90
LUMO level (Ha): 0.101
Kohn-Sham gap (eV): 6.4082

***

The following is a DFT calculation (the ωB97M-V functional and the def2-TZVPD basis) of a structure of composition C12H18F6KO12P at a distorted geometry.

```
! wB97M-V def2-TZVPD RIJCOSX def2/J DEFGRID3
* xyz 0 1
O -3.04862 3.63889 1.28211
H 3.31288 -2.37058 -0.58925
H 3.89434 -0.91991 -1.40525
C 6.37658 -2.32511 -0.90516
C 4.81949 -1.47721 0.53196
O 2.44364 1.77051 -3.36163
O -3.46362 -3.16594 0.63349
H -3.90269 1.12460 1.36692
O 6.26643 -1.64514 0.25944
C -2.69682 -2.18106 -1.80554
C -3.13099 1.52918 2.02896
C 4.20879 -1.77367 -0.80609
P 0.67092 -0.43944 0.63324
O 7.38480 -2.74657 -1.36828
H 2.27298 4.33266 -1.84960
H -6.50295 -1.83033 1.98571
O -4.26042 4.63137 2.86239
H -5.14357 -1.04703 2.70088
C -2.22910 2.45709 1.21807
H 1.61795 3.08673 -0.67132
F 1.23400 -0.69625 -0.84478
H -2.14370 -2.96578 -1.29235
H -5.08127 -2.83700 2.34020
H -2.21484 2.24610 0.15461
O -4.93862 -1.47813 0.73467
H 0.58949 1.86165 -2.30518
C 2.13793 3.28186 -1.60967
F -0.48646 -1.56582 0.36030
K -0.20256 -3.74648 1.73937
O 4.51174 1.12760 -2.82868
C 1.41830 2.46551 -2.66847
F -0.33488 0.72522 0.17271
C -3.74970 3.65237 2.41859
C -3.98757 -2.18521 0.15456
F 1.80389 0.67029 0.91987
F 0.11094 -0.24074 2.18507
C 3.54844 1.79690 -2.60551
C -5.41323 -1.85480 2.01944
F 1.57467 -1.61987 1.26980
H -2.53224 0.70328 2.41280
O 3.43194 2.65349 -1.58496
H 4.65561 -2.23788 1.29242
O -3.69220 -1.61789 -0.99013
H -1.89247 -1.46497 -2.00554
O -3.78995 2.40138 2.94205
H 4.65406 -0.45150 0.84702
H -1.25253 2.59822 1.67940
H 1.00677 3.18843 -3.38318
O 5.16191 -2.58448 -1.46454
H -3.01750 -2.47455 -2.80090
*
```

Molar mass (g mol⁻¹): 538.32
LUMO level (Ha): -0.052
Kohn-Sham gap (eV): 9.0046